45
Properties=species:S:1:pos:R:3:forces:R:3:lowdin_charge:R:1 method="wB97M-V/def2-TZVPD" spin_multiplicity=1 total_energy_ev=-37260.69291 molar_mass_g_mol=372.34 charge=0 homo_energy_ha=-0.3072 smiles="CCOC(=O)c1[nH]c(C)c(CN(Cc2ccco2)C(=O)C(F)(F)F)c1C" orbital_gap_ha=0.3299
C 6.221990 0.753524 -0.934528 -0.277 -0.236 0.209 -0.061
C 5.784815 -0.450723 -0.112626 0.473 -0.075 -0.339 -0.222
O 4.455877 -0.294507 0.378921 -0.296 0.107 0.152 -0.021
C 3.453848 -0.614362 -0.477630 0.162 -0.135 -0.129 -0.422
O 3.647211 -1.053593 -1.587624 0.031 0.089 0.099 0.105
C 2.161456 -0.376167 0.133297 -0.469 -0.073 -0.305 -0.119
N 2.045826 0.089768 1.417135 0.192 0.103 0.145 0.142
C 0.747237 0.230040 1.746033 -0.334 -0.137 -0.136 -0.252
C 0.321343 0.686044 3.095619 -0.034 -0.026 -0.040 -0.004
C -0.011055 -0.155996 0.649873 0.125 -0.063 0.307 -0.138
C -1.508120 -0.170452 0.594076 0.369 -0.028 0.395 -0.066
N -2.057362 0.401163 -0.629636 -0.196 -0.386 -0.057 -0.015
C -2.932303 -0.468680 -1.413590 -0.397 0.263 -0.045 -0.054
C -4.134179 -0.863355 -0.623404 0.321 -0.952 -0.060 -0.270
C -4.531232 -2.067630 -0.117440 0.283 0.539 -0.355 -0.027
C -5.749561 -1.828117 0.563801 -0.266 0.526 0.057 -0.059
C -5.994634 -0.497509 0.427064 -0.408 -0.760 0.431 -0.115
O -5.025324 0.092801 -0.286909 0.286 0.469 -0.273 0.064
C -1.880717 1.647133 -1.086019 0.132 0.430 -0.075 -0.347
O -2.303355 2.064632 -2.142592 0.056 0.107 -0.019 0.109
C -1.090704 2.649068 -0.196894 0.337 0.746 0.105 -0.520
F -1.434618 2.613876 1.104872 -0.231 -0.251 0.093 0.139
F -1.334692 3.892154 -0.608323 -0.112 -0.101 -0.125 0.164
F 0.238344 2.481112 -0.248978 -0.053 -0.101 -0.268 0.165
C 0.879419 -0.546659 -0.373681 0.515 0.004 0.201 -0.145
C 0.537932 -1.048765 -1.731437 0.112 0.022 -0.035 -0.005
H 7.255063 0.627146 -1.245316 0.127 0.017 -0.047 0.077
H 5.595509 0.842721 -1.818447 0.006 0.025 -0.080 0.076
H 6.134918 1.664352 -0.346724 0.043 0.091 0.034 0.077
H 5.832083 -1.359467 -0.721747 0.035 0.114 0.177 0.121
H 6.405633 -0.567483 0.778726 -0.089 -0.026 -0.113 0.122
H 2.837124 0.307545 2.000311 -0.074 -0.017 -0.015 0.164
H 1.188926 0.976561 3.682654 0.016 0.045 0.119 0.081
H -0.349411 1.539515 3.024309 -0.022 0.068 0.038 0.072
H -0.202581 -0.110965 3.622920 0.007 0.003 0.096 0.088
H -1.867870 -1.203393 0.626159 -0.061 0.154 0.024 0.135
H -1.912873 0.344062 1.470398 -0.041 -0.180 -0.060 0.129
H -3.228193 0.100033 -2.299468 0.103 -0.200 0.089 0.136
H -2.386062 -1.363655 -1.718198 -0.079 0.026 0.005 0.129
H -4.029564 -3.007623 -0.226261 0.188 -0.162 -0.069 0.111
H -6.351167 -2.547182 1.079843 -0.191 -0.089 0.131 0.100
H -6.794187 0.124168 0.777377 -0.063 0.173 -0.002 0.121
H 0.011429 -0.287806 -2.305918 -0.082 0.016 -0.098 0.086
H 1.450802 -1.311408 -2.256731 -0.061 -0.061 -0.104 0.072
H -0.097040 -1.931903 -1.663276 -0.084 -0.074 -0.060 0.083



16
Properties=species:S:1:pos:R:3:forces:R:3:lowdin_charge:R:1 method="wB97M-V/def2-TZVPD" spin_multiplicity=1 total_energy_ev=-7288.62101 molar_mass_g_mol=86.14 charge=0 homo_energy_ha=-0.3292 smiles="C=NCCCN" orbital_gap_ha=0.3722 de_lowest_kj_mol=192.83
C -2.420663 -1.224749 0.690397 -0.766 -0.432 -0.973 -0.066
N -1.215089 -0.796422 0.650657 -2.944 -0.653 0.979 -0.045
C -0.556504 -0.727217 -0.599623 1.311 1.140 -2.160 -0.318
C 0.920225 -0.471094 -0.349832 3.617 -0.587 1.093 -0.217
C 1.224539 0.935272 0.355975 -2.275 -0.683 0.289 -0.297
N 1.715753 1.935575 -0.572238 0.271 0.060 -0.546 -0.022
H -3.110114 -1.184213 1.574749 1.335 0.067 -0.331 0.069
H -3.023551 -1.678448 -0.206068 1.404 0.814 1.047 0.097
H -0.700154 -1.547211 -1.350132 -0.207 0.295 0.875 0.122
H -0.883573 0.219816 -1.117310 -0.092 -0.824 0.361 0.133
H 1.628325 -0.448014 -1.243661 -1.476 -0.222 0.606 0.108
H 1.414260 -1.328410 0.311754 -1.314 1.611 -1.133 0.128
H 1.816020 0.804372 1.252799 0.641 -0.163 0.006 0.087
H 0.233374 1.231145 0.808017 0.887 0.132 -0.679 0.106
H 2.720308 1.993998 -0.643209 0.064 -0.338 0.097 0.059
H 1.394888 2.889619 -0.517373 -0.454 -0.216 0.469 0.057



56
Properties=species:S:1:pos:R:3:forces:R:3:mulliken_spin:R:1 method="wB97M-V/def2-TZVPD" spin_multiplicity=2 total_energy_ev=-83973.37132 molar_mass_g_mol=649.72 charge=+1 homo_energy_ha="-0.3940 / -0.3960" orbital_gap_ha="0.2756 / 0.2033" de_lowest_kj_mol=0.00
Tc 0.440786 0.747757 -0.236317 1.076 -1.971 0.427 0.046
S 1.466037 2.831300 0.231143 -0.567 0.189 -0.249 0.524
C 0.911662 3.169982 1.851736 0.113 0.211 0.500 -0.016
C 1.008592 4.483423 2.336747 -0.046 -0.129 -0.056 0.058
C 0.601001 4.782625 3.626420 0.002 -0.042 -0.016 -0.033
C 0.111586 3.781789 4.460018 -0.011 -0.045 0.019 0.070
C 0.033601 2.470326 4.006516 -0.009 0.144 0.132 -0.028
C 0.417453 2.173278 2.709878 0.200 0.367 -0.117 0.052
S 0.390677 0.513783 2.117643 -0.293 -0.131 -0.176 0.014
C -1.418700 0.185876 2.188752 -0.108 -0.220 -0.145 0.001
C -1.879748 -0.682128 1.040422 0.245 0.156 -0.044 -0.004
C -2.933338 -1.563188 1.169064 -0.156 -0.098 0.129 0.002
C -3.335868 -2.288722 0.059446 -0.186 -0.174 0.045 0.000
C -2.647739 -2.168014 -1.136578 -0.069 -0.150 -0.088 0.001
C -1.577170 -1.300959 -1.198396 0.284 0.114 0.045 0.009
C -0.652172 -1.214860 -2.384210 -0.404 -0.110 0.045 0.001
S -0.006712 0.462430 -2.605104 0.454 0.091 0.076 -0.004
C -1.540329 1.315946 -2.838550 -0.006 -0.148 -0.318 0.030
C -2.183776 1.200393 -4.071045 0.026 0.018 0.097 -0.011
C -3.412974 1.809274 -4.256378 0.008 -0.010 -0.068 0.033
C -3.976385 2.541382 -3.218026 -0.112 0.086 0.098 -0.018
C -3.315344 2.676479 -2.007874 -0.138 0.129 0.001 0.030
C -2.081335 2.058184 -1.801962 -0.189 0.286 0.146 -0.012
S -1.246792 2.337231 -0.265276 -0.167 0.279 -0.298 0.239
N -1.251091 -0.551764 -0.137482 -0.528 0.630 0.002 0.006
H 1.394901 5.262813 1.687829 -0.041 -0.101 0.043 0.000
H 0.667344 5.801516 3.988492 0.006 -0.065 -0.031 -0.001
H -0.195354 4.017219 5.472406 0.016 -0.007 -0.085 0.003
H -0.318017 1.685012 4.668765 0.041 0.063 -0.073 0.001
H -1.894140 1.161853 2.107568 -0.042 0.049 0.051 -0.003
H -1.672856 -0.267635 3.143293 -0.042 -0.044 0.014 0.002
H -3.433617 -1.668236 2.124636 0.017 -0.023 -0.105 0.001
H -4.176230 -2.970835 0.136046 0.085 0.072 -0.014 0.000
H -2.915732 -2.756263 -2.005912 -0.015 0.037 0.084 0.000
H -1.145392 -1.539116 -3.296692 -0.029 -0.014 -0.061 0.000
H 0.219950 -1.847022 -2.203108 -0.070 0.031 -0.038 0.002
H -1.721672 0.640165 -4.879971 -0.019 0.060 0.141 0.000
H -3.923875 1.724773 -5.208440 0.044 0.005 0.082 0.002
H -4.937448 3.025746 -3.357207 0.107 -0.051 0.017 -0.001
H -3.752392 3.272531 -1.212252 0.054 -0.066 -0.078 -0.001
O 2.463282 0.460150 -0.704515 1.053 1.176 -0.630 0.011
C 3.417471 -0.334182 -0.711175 -0.755 0.500 0.077 -0.011
C 3.271137 -1.675165 -0.328705 0.572 -0.426 -0.095 0.001
C 4.388450 -2.538751 -0.317710 -0.079 0.641 -0.006 -0.002
C 4.204786 -3.814634 0.079557 0.158 -0.789 0.213 0.002
C 2.936006 -4.289666 0.463554 0.066 -0.135 0.023 -0.001
C 1.848223 -3.464487 0.445916 -0.168 -0.005 -0.038 0.001
C 1.977773 -2.113435 0.029805 -0.430 0.364 0.090 0.003
O 0.928167 -1.348703 -0.021230 0.354 -0.942 0.368 0.001
N 5.364674 -4.737184 0.116085 -0.143 -0.099 -0.168 0.000
O 5.147548 -5.895606 0.410594 -0.088 0.169 0.058 0.000
O 6.454770 -4.288088 -0.173137 -0.145 0.124 0.054 0.000
H 4.392763 0.057124 -1.011744 0.070 -0.023 -0.061 -0.001
H 5.377308 -2.189456 -0.597296 -0.117 -0.006 0.003 0.000
H 2.843197 -5.321899 0.773151 0.025 0.016 0.000 0.000
H 0.867064 -3.820377 0.740799 0.096 0.015 -0.021 0.000



21
Properties=species:S:1:pos:R:3:forces:R:3:lowdin_charge:R:1 method="wB97M-V/def2-TZVPD" spin_multiplicity=1 total_energy_ev=-12686.75051 molar_mass_g_mol=134.17 charge=+1 homo_energy_ha="-0.3813 / -0.3812" orbital_gap_ha="0.1727 / 0.1725" de_lowest_kj_mol=193.13
C 2.952455 -1.094112 -0.503572 2.134 0.982 -2.258 -0.033
C 1.651005 -0.406312 -0.340087 0.017 0.027 0.557 -0.433
N -3.030220 -0.356701 -0.246936 2.686 3.261 3.116 -0.106
N -3.021733 0.900643 0.090310 -3.173 -3.785 -3.326 -0.137
N 1.653153 0.905222 -0.872782 -1.810 -0.113 -0.350 0.131
N -4.026880 -0.800007 -0.934357 -2.337 5.071 -0.539 0.031
N 1.453022 -0.034238 1.062570 -2.692 -0.293 0.745 0.032
N -2.156402 1.284118 0.970196 3.472 3.090 2.711 -0.063
N 0.322534 0.032227 1.552141 0.372 0.478 1.643 0.210
H 3.090120 -1.908181 0.142118 -0.114 -1.248 1.017 0.066
H 2.905884 -1.538132 -1.568994 0.667 0.913 1.577 0.141
H 3.879477 -0.399340 -0.305490 -1.736 -1.139 -0.795 0.140
H 0.898866 -1.134054 -0.501776 -1.357 -0.168 -0.815 0.149
H 0.884043 1.338102 -1.405054 0.391 -0.831 0.593 0.138
H -1.517671 0.652255 1.536783 -1.723 1.027 -1.463 0.053
H -4.879436 -0.262037 -1.134156 0.789 -0.039 0.278 0.126
H -4.032434 -1.698137 -1.136370 0.204 -4.891 -0.951 0.029
H 2.179277 0.484115 1.441119 2.161 1.403 1.125 0.153
H -2.048977 2.385264 1.012918 -0.296 -3.561 0.034 0.152
H 2.513432 0.984724 -1.291503 2.103 1.092 -1.576 0.055
H 0.330495 0.664591 2.432913 0.242 -1.275 -1.324 0.165



16
Properties=species:S:1:pos:R:3:forces:R:3:lowdin_charge:R:1 method="wB97M-V/def2-TZVPD" spin_multiplicity=1 total_energy_ev=-29029.06859 molar_mass_g_mol=148.25 charge=0 homo_energy_ha=-0.3139 orbital_gap_ha=0.3323 de_lowest_kj_mol=348.58
C -0.088692 0.971885 -0.617133 3.076 -2.337 1.963 -0.418
C 1.169343 0.927453 0.425818 -4.508 -0.676 0.555 -0.474
C -0.005363 0.182841 1.256339 5.766 1.664 8.289 -0.283
C -0.398869 -0.404274 0.147758 -2.073 -3.268 -7.462 -0.896
C 0.648009 -1.476219 -0.281969 0.335 -0.038 0.307 -0.268
H -1.961994 1.527432 -0.409331 2.851 0.783 0.134 0.122
H 0.358937 0.784371 -1.540656 -0.152 0.380 -2.511 0.103
H 1.630798 1.782223 0.791380 0.735 1.608 0.533 0.081
H 0.224957 -0.446464 2.124643 0.769 -0.450 -0.164 0.136
H -0.689837 0.766912 1.722585 -1.910 2.789 0.715 0.088
H -2.171726 -0.878199 -1.275954 -0.024 -0.289 -1.160 -0.121
H 0.833782 -2.478271 0.330835 -0.617 2.567 -0.876 0.128
H 0.314528 -1.756297 -1.275921 0.806 -0.197 -0.430 0.060
O -0.978885 1.913447 -0.360931 -3.858 1.041 -0.490 -0.036
S -2.139015 -0.717689 0.015645 -0.911 -0.872 1.142 0.894
S 2.223082 -0.271022 -0.213458 -0.285 -2.704 -0.547 0.883